(1)
# C26H30BBrCl2N8O5W

A molecular structure, C26H30BBrCl2N8O5W (the ωB97M-V functional and the def2-TZVPD basis, the OMol25 dataset).

Last column: Löwdin charge in e.
Element x y z (Å)
W: 0.40 -0.15 -0.06  1.824
C: -1.51 -3.56 3.46  -0.063
N: -0.92 -3.17 2.20  -0.158
C: -0.38 -4.27 1.43  -0.041
C: -1.23 -1.98 1.59  -0.491
O: -0.74 -1.83 0.39  -0.218
C: -1.97 -1.01 2.22  -0.191
O: -1.39 0.53 -0.08  -0.595
C: -3.29 2.12 0.62  -0.144
C: -3.93 1.71 -0.68  -0.484
O: -4.10 0.53 -0.95  0.030
N: -4.41 2.73 -1.44  -0.144
C: -5.13 2.41 -2.67  -0.035
C: -4.15 4.12 -1.15  -0.044
H: -2.42 -4.16 3.32  0.096
H: -0.79 -4.16 4.01  0.088
H: -1.76 -2.69 4.07  0.070
H: -1.16 -4.96 1.12  0.094
H: 0.13 -3.89 0.55  0.070
H: 0.34 -4.81 2.05  0.090
H: -3.28 -0.20 0.58  0.091
H: -2.34 -1.00 3.23  0.066
H: -4.07 2.42 1.33  0.116
H: -2.51 2.86 0.59  0.076
H: -5.34 1.34 -2.68  0.084
H: -6.07 2.96 -2.70  0.090
H: -4.54 2.67 -3.54  0.095
H: -3.10 4.31 -0.96  0.088
H: -4.44 4.71 -2.02  0.088
H: -4.73 4.49 -0.30  0.093
Br: 3.60 1.57 1.15  0.885
C: 3.49 1.04 -0.65  -0.689
C: 4.56 1.38 -1.46  -0.098
C: 4.57 0.94 -2.77  -0.024
C: 3.51 0.18 -3.23  0.026
C: 2.47 -0.09 -2.36  -0.175
N: 2.45 0.34 -1.08  -0.016
C: 1.27 -0.89 -2.82  -0.583
O: 1.28 -1.40 -3.91  0.107
O: 0.32 -0.94 -1.94  -0.151
H: 5.37 1.97 -1.05  0.102
H: 5.39 1.19 -3.42  0.118
H: 3.44 -0.21 -4.23  0.128
B: 2.16 -1.48 3.01  -0.395
N: 2.47 -2.10 1.57  -0.038
C: 3.41 -3.05 1.47  -0.095
C: 3.45 -3.52 0.18  -0.044
C: 2.48 -2.78 -0.48  -0.137
N: 1.89 -1.93 0.36  -0.058
N: 1.22 -0.23 2.82  -0.080
C: 0.66 0.60 3.65  -0.004
C: -0.33 1.60 3.34  -0.134
C: -1.45 1.67 2.36  -0.318
N: 0.89 0.04 1.58  -0.205
H: 3.21 -1.11 3.47  0.065
H: 1.59 -2.28 3.70  0.068
H: 3.98 -3.33 2.34  0.123
H: 4.09 -4.29 -0.23  0.094
H: 2.15 -2.85 -1.51  0.115
H: 0.89 0.42 4.70  0.146
H: -0.55 2.12 4.27  0.115
H: -3.46 0.58 2.34  0.080
Cl: 1.65 4.29 -1.23  0.678
C: 0.70 4.13 0.21  -0.604
C: 0.33 5.24 0.86  -0.122
C: -0.46 5.15 2.06  -0.083
C: -0.76 3.96 2.59  -0.057
C: -0.41 2.63 1.99  -0.209
Cl: -2.52 0.54 1.43  0.966
C: 0.36 2.73 0.62  -0.349
N: 0.59 1.85 -0.25  -0.103
H: 0.62 6.21 0.47  0.100
H: -0.78 6.06 2.55  0.102
H: -1.34 3.90 3.50  0.111

Output
**Energy above the lowest of the compared OMol25 structures with the same formula, charge and spin**: 395.3 kcal per mole
**Charge**: 0
**LUMO energy (spin up / spin down)**: -0.032 / -0.032 hartree
**E_tot**: -5408.862741 a.u.
**Spin multiplicity**: 1
**E_HOMO (spin up / spin down)**: -6.62 / -6.62 eV
**Gap between HOMO and LUMO (spin up / spin down)**: 0.212 / 0.212 Ha

***

(2)
# C26H30BF8IO28P

9 unconnected molecules or ions with the total composition C26H30BF8IO28P (the ωB97M-V functional and the def2-TZVPD basis, the OMol25 dataset).

Last column: Löwdin charge in e.
Element x y z (Å)
O: -3.26 -1.97 -1.60  -0.345
P: -2.28 -3.07 -2.35  0.880
O: -2.51 -4.36 -1.27  -0.352
B: -0.47 -2.42 -1.84  -0.858
O: 0.30 -3.26 -0.89  -0.119
C: 1.50 -3.63 -1.52  -0.269
C: 1.65 -2.59 -2.63  -0.630
I: 2.45 -0.74 -1.56  0.686
O: 0.41 -2.39 -3.08  -0.152
H: -2.79 -1.30 -1.08  -0.005
H: -2.29 -5.15 -1.78  -0.020
H: -0.63 -1.26 -1.48  0.057
H: 1.38 -4.62 -1.99  0.124
H: 2.34 -3.63 -0.82  0.093
H: 2.39 -2.73 -3.41  0.072
C: -0.77 -3.08 2.50  -0.041
C: -2.01 -3.63 1.85  -0.295
O: -2.66 -2.46 1.40  0.139
C: -1.71 -1.51 1.19  -0.556
O: -1.91 -0.51 0.58  0.145
O: -0.54 -1.88 1.75  0.072
F: -2.82 -4.26 2.75  0.058
H: -0.96 -2.80 3.54  0.136
H: 0.09 -3.73 2.44  0.139
H: -1.84 -4.29 0.99  0.152
C: -3.58 -8.59 -2.04  -0.049
C: -2.94 -9.44 -0.96  -0.319
O: -1.61 -8.98 -0.97  0.132
C: -1.60 -7.69 -1.43  -0.535
O: -0.69 -6.95 -1.34  0.203
O: -2.81 -7.40 -1.98  0.058
F: -2.96 -10.77 -1.27  0.065
H: -3.47 -9.06 -3.01  0.144
H: -4.63 -8.36 -1.86  0.141
H: -3.36 -9.32 0.04  0.172
C: 3.44 -1.05 4.18  -0.044
C: 3.18 -2.12 3.13  -0.297
O: 2.48 -3.10 3.87  0.126
C: 1.86 -2.50 4.91  -0.571
O: 1.02 -3.02 5.57  0.163
O: 2.32 -1.24 5.07  0.074
F: 4.32 -2.67 2.65  0.082
H: 4.36 -1.25 4.72  0.139
H: 3.44 -0.04 3.79  0.133
H: 2.56 -1.80 2.29  0.170
C: -1.47 3.30 -2.12  -0.043
C: -0.68 2.18 -1.46  -0.306
O: 0.60 2.80 -1.29  0.132
C: 0.42 4.12 -1.21  -0.558
O: 1.23 4.92 -0.84  0.149
O: -0.83 4.46 -1.60  0.032
F: -0.57 1.10 -2.24  0.064
H: -1.35 3.26 -3.20  0.143
H: -2.52 3.30 -1.85  0.135
H: -1.06 1.88 -0.48  0.155
C: -0.54 7.86 -1.03  -0.036
C: -1.86 7.39 -1.60  -0.311
O: -2.41 8.59 -2.14  0.131
C: -1.38 9.43 -2.43  -0.556
O: -1.48 10.42 -3.07  0.172
O: -0.23 8.97 -1.88  0.075
F: -2.71 6.92 -0.65  0.071
H: -0.68 8.21 -0.01  0.145
H: 0.24 7.11 -1.07  0.120
H: -1.77 6.65 -2.39  0.162
C: 5.90 3.44 5.86  -0.050
C: 5.12 2.27 6.42  -0.314
O: 5.02 1.41 5.30  0.106
C: 6.08 1.66 4.47  -0.543
O: 6.41 0.97 3.58  0.198
O: 6.69 2.82 4.84  0.075
F: 3.88 2.62 6.82  0.079
H: 5.22 4.16 5.41  0.146
H: 6.55 3.93 6.58  0.138
H: 5.61 1.73 7.24  0.173
C: -3.03 6.24 2.79  -0.054
C: -3.93 5.20 3.43  -0.315
O: -4.01 4.21 2.42  0.144
C: -2.90 4.30 1.64  -0.528
O: -2.57 3.50 0.84  0.200
O: -2.23 5.44 1.92  0.064
F: -5.17 5.68 3.68  0.073
H: -3.61 6.95 2.21  0.142
H: -2.39 6.76 3.50  0.138
H: -3.54 4.74 4.34  0.172
C: 0.57 -1.26 -5.99  -0.029
C: 2.01 -1.14 -6.46  -0.307
O: 2.01 -1.90 -7.65  0.126
C: 0.75 -1.91 -8.15  -0.563
O: 0.46 -2.27 -9.25  0.162
O: -0.12 -1.43 -7.24  0.076
F: 2.87 -1.68 -5.57  0.067
H: 0.44 -2.14 -5.36  0.131
H: 0.19 -0.38 -5.47  0.144
H: 2.34 -0.12 -6.69  0.170

Output
**Charge**: -1
**LUMO energy**: 0.060 hartree
**E_tot**: -4578.600394 a.u.
**Spin multiplicity**: 1
**E_HOMO**: -3.78 eV
**Gap between HOMO and LUMO**: 0.199 Ha

***

(3)
# C26H30BIrN6S

A molecular structure, C26H30BIrN6S (the ωB97M-V functional and the def2-TZVPD basis, the OMol25 dataset).

Last column: Löwdin charge in e.
Element x y z (Å)
Ir: 1.65 1.09 0.22  1.023
B: 4.45 0.64 2.57  -0.435
N: 4.65 0.65 1.05  -0.072
C: 5.88 0.62 0.52  -0.059
C: 5.79 0.48 -0.85  -0.036
C: 4.42 0.43 -1.09  -0.146
N: 3.75 0.54 0.06  -0.130
N: 3.01 0.68 3.06  -0.066
C: 2.71 0.42 4.34  -0.057
C: 1.35 0.57 4.52  -0.036
C: 0.87 0.94 3.27  -0.141
N: 1.89 1.00 2.41  -0.087
H: 5.04 1.57 3.03  0.079
H: 4.94 -0.36 2.98  0.080
H: 6.75 0.69 1.15  0.132
H: 6.58 0.41 -1.55  0.100
H: 3.90 0.31 -2.02  0.100
H: 3.48 0.16 5.04  0.132
H: 0.79 0.43 5.42  0.098
H: -0.13 1.15 2.96  0.093
C: -2.91 2.30 -1.74  -0.071
C: -2.20 3.65 -1.80  -0.214
N: -0.95 3.58 -1.08  0.013
C: 0.30 3.50 -1.51  -0.802
S: 1.56 3.55 -0.31  0.588
N: 0.71 3.48 -2.78  0.008
C: 0.07 2.94 -3.97  -0.224
C: 1.06 2.01 -4.67  -0.067
H: -3.86 2.35 -2.27  0.081
H: -3.09 2.01 -0.71  0.075
H: -2.30 1.52 -2.21  0.063
H: -2.82 4.41 -1.30  0.128
H: -2.03 3.98 -2.82  0.111
H: -1.06 3.49 -0.08  0.128
H: 1.71 3.56 -2.87  0.116
H: -0.23 3.75 -4.63  0.126
H: -0.82 2.37 -3.69  0.101
H: 1.91 2.58 -5.04  0.082
H: 0.57 1.53 -5.51  0.083
H: 1.41 1.25 -3.99  0.074
C: 0.07 -0.11 -0.15  -0.177
C: -0.80 -0.97 0.02  -0.114
C: -1.73 -1.96 0.31  -0.097
C: -2.03 -2.12 1.72  -0.182
C: -2.07 -3.40 2.28  -0.017
C: -2.29 -3.57 3.64  -0.053
C: -2.48 -2.47 4.46  -0.052
C: -2.45 -1.19 3.91  -0.062
C: -2.20 -1.02 2.57  -0.024
C: -2.26 -2.81 -0.71  -0.175
C: -1.62 -2.90 -1.96  -0.001
C: -2.09 -3.75 -2.94  -0.057
C: -3.23 -4.51 -2.72  -0.042
C: -3.91 -4.39 -1.51  -0.055
C: -3.43 -3.56 -0.51  -0.007
H: -1.88 -4.26 1.66  0.125
H: -2.29 -4.56 4.06  0.113
H: -2.64 -2.60 5.52  0.113
H: -2.61 -0.33 4.55  0.112
H: -2.18 -0.02 2.14  0.109
H: -0.72 -2.32 -2.13  0.112
H: -1.57 -3.83 -3.88  0.112
H: -3.61 -5.17 -3.49  0.115
H: -4.82 -4.95 -1.35  0.114
H: -3.98 -3.46 0.41  0.122

Output
**Charge**: +1
**Expectation value of S²**: 0.830
**LUMO energy (spin up / spin down)**: -0.173 / -0.169 hartree
**E_tot**: -1864.338928 a.u.
**Spin multiplicity**: 2
**E_HOMO (spin up / spin down)**: -10.59 / -10.32 eV
**Gap between HOMO and LUMO (spin up / spin down)**: 0.216 / 0.210 Ha